Entry 1:
A molecular structure, C23H52BiP4S at a distorted geometry. Source: OMol25; level of theory: ωB97M-V/def2-TZVPD.

The spin multiplicity is 1. The HOMO-LUMO gap (spin up / spin down) comes out at 5.08 / 4.02 eV. The relative energy (zero: lowest compared OMol25 entry of this formula, charge and spin) comes out at 0.00 kJ/mol. The net charge is +3.

```
81
Properties=species:S:1:pos:R:3:forces:R:3:mulliken_charge:R:1
Bi 0.093859 0.414458 -0.030644 0.3 0.8 -0.4 1.27
P -0.756517 2.672383 1.743986 -0.4 0.6 0.5 0.49
P -2.697828 -0.127554 -0.504679 -0.8 -0.2 -0.4 0.47
P 2.574613 1.924635 0.147853 0.9 0.4 -0.1 0.67
H 0.179671 -1.463426 -7.330279 0.3 0.1 0.4 0.31
C 1.204494 -1.646388 -6.994675 0.2 -0.5 0.0 -0.54
C 1.517387 -2.695067 -6.227861 0.1 0.1 -0.5 -0.51
H 0.748768 -3.327579 -5.775396 0.2 0.0 -0.4 0.26
C -1.294221 4.216654 0.920639 0.0 -0.2 -0.3 -1.26
C -2.164794 2.274329 2.854132 -0.1 -0.1 -0.1 -1.00
C 0.498569 3.272844 2.947545 0.2 -0.3 -0.1 -1.24
C -2.795101 -1.576352 -1.613571 0.2 -0.2 0.0 -0.56
C -3.829697 -0.547613 0.876362 0.1 0.0 0.3 -0.97
C -3.574033 1.183269 -1.447953 0.3 0.1 0.2 -1.27
C 3.856312 1.298076 -0.993836 -0.2 -0.2 -0.1 -1.15
C 3.530457 2.015290 1.706134 -0.2 -0.2 0.1 -1.25
C 2.446571 3.676955 -0.393672 -0.3 -0.2 0.0 -1.23
H 1.972593 -0.987373 -7.402416 -0.2 -0.3 -0.1 0.29
H 2.555864 -3.033450 -6.137354 -0.4 0.4 0.4 0.29
H -1.581827 4.981513 1.654765 0.1 -0.3 0.0 0.46
H -2.165415 4.007625 0.285698 0.3 0.1 0.0 0.33
H -0.470735 4.616054 0.314181 -0.3 -0.1 0.0 0.34
H -2.437589 3.153496 3.468188 0.3 -0.3 -0.4 0.53
H -1.889303 1.460115 3.542426 -0.2 0.2 -0.3 0.13
H -3.047406 2.000114 2.256340 0.3 0.0 0.3 0.32
H 0.060008 4.018257 3.634504 -0.1 -0.3 -0.4 0.53
H 1.341234 3.749994 2.427597 -0.3 -0.2 0.2 0.34
H 0.851856 2.424538 3.552917 0.0 0.3 -0.2 0.33
H -3.840407 -1.765769 -1.895137 0.2 0.1 0.2 0.55
H -2.390065 -2.463988 -1.108992 -0.2 0.2 -0.1 0.33
H -2.206896 -1.429261 -2.528399 -0.3 0.2 0.4 -0.33
H -4.855644 -0.228797 0.638538 0.3 -0.1 0.0 0.47
H -3.507270 -0.042182 1.797111 -0.2 -0.2 -0.3 -0.06
H -3.823099 -1.631737 1.062708 0.0 0.3 -0.1 0.46
H -4.531040 0.783641 -1.822481 0.3 0.1 0.2 0.46
H -2.952614 1.509009 -2.295771 -0.2 -0.1 0.2 0.34
H -3.764710 2.051019 -0.795696 0.0 -0.3 -0.3 0.35
H 4.689333 2.014160 -0.990313 -0.2 -0.2 0.0 0.52
H 3.451126 1.183184 -2.007311 0.2 0.1 0.3 0.21
H 4.203105 0.312677 -0.658817 0.0 0.2 -0.1 0.39
H 4.514201 2.449643 1.469858 -0.3 -0.1 0.2 0.46
H 3.664419 0.997689 2.102912 0.1 0.4 -0.1 0.33
H 3.016604 2.630892 2.455052 0.3 -0.2 -0.2 0.37
H 3.470548 4.055777 -0.546937 -0.4 0.0 0.1 0.46
H 1.925116 4.296486 0.352898 0.2 -0.2 -0.3 0.33
H 1.896031 3.706117 -1.347493 0.2 0.1 0.3 0.37
C 0.904042 -0.814743 -3.470358 0.1 -0.5 0.0 0.44
C 1.111625 0.327439 -4.290168 -0.6 0.7 0.0 -0.35
C 0.130054 0.714558 -5.201709 0.4 -0.5 0.2 -0.59
C -1.006747 -0.126547 -5.413256 0.3 0.4 0.2 -0.69
C -1.151274 -1.328169 -4.690113 0.8 -0.3 0.1 -0.33
C -0.166316 -1.702063 -3.772331 -0.7 0.3 -0.7 -0.60
S 1.869008 -1.168148 -2.120706 -0.3 0.0 0.2 0.00
H 0.015763 1.140044 -1.718675 -0.2 0.2 0.5 0.03
H 2.023700 0.917789 -4.138161 -0.5 -0.2 -0.1 0.39
H 0.318444 1.633414 -5.770393 -0.4 -0.5 0.1 0.51
H -1.749004 0.133315 -6.184788 0.4 -0.1 0.5 0.51
H -1.953967 -2.042041 -4.906817 0.2 0.5 0.0 0.48
H -0.176541 -2.674661 -3.280786 -0.2 0.3 0.0 0.43
C -2.038768 -1.443378 4.229969 -0.1 -0.1 0.0 -1.22
C -0.515377 -1.301928 4.154239 -0.2 1.0 -0.1 -0.93
P 0.232451 -1.352529 2.459571 0.3 -2.3 1.5 0.73
C 2.044321 -1.434564 2.804035 0.1 0.8 -0.4 -0.09
C 2.509943 -2.325655 3.965030 0.1 -0.3 0.3 -1.30
C -0.270199 -3.035547 1.842252 -0.3 0.8 -0.9 -0.40
C -0.046137 -4.211447 2.793130 0.2 -0.4 0.3 -1.34
H -2.559407 -0.588302 3.781076 0.1 -0.2 0.1 0.14
H -2.341310 -1.498802 5.283508 0.1 0.0 -0.3 0.42
H -2.409784 -2.353169 3.740962 0.2 0.2 0.1 0.30
H -0.209122 -0.320140 4.561438 -0.1 -0.4 0.1 0.58
H -0.003057 -2.070073 4.758929 -0.2 0.3 -0.4 0.46
H 2.546489 -1.712220 1.862100 -0.2 0.0 0.2 0.52
H 2.327485 -0.383539 3.005642 0.0 -0.4 0.0 -0.13
H 2.418684 -3.397739 3.736146 0.0 0.5 0.1 0.22
H 3.573410 -2.127842 4.162192 -0.3 0.0 -0.2 0.42
H 1.975312 -2.112603 4.902880 0.3 -0.1 -0.4 0.31
H -1.341556 -2.943149 1.588137 0.3 0.0 0.1 0.20
H 0.251326 -3.170538 0.878595 -0.1 -0.1 0.3 0.48
H -0.381769 -4.017707 3.820968 0.1 0.0 -0.3 0.31
H -0.624055 -5.072805 2.433427 0.1 0.2 0.0 0.41
H 1.005819 -4.520903 2.831358 -0.4 0.1 -0.1 0.31
```
Forces are in eV/Å.

=====

Entry 2:
C5H6N4OS2 in the gas phase at a distorted geometry. Source: OMol25; level of theory: ωB97M-V/def2-TZVPD.

The spin multiplicity is 1. The HOMO-LUMO gap (spin up / spin down) comes out at 6.67 / 6.67 eV. The relative energy (zero: lowest compared OMol25 entry of this formula, charge and spin) comes out at 391.71 kJ/mol.

```
18
Properties=species:S:1:pos:R:3:forces:R:3:mulliken_charge:R:1
C -1.515829 0.474974 -1.266202 0.7 -0.5 2.0 -0.36
C 2.013642 0.076512 0.137337 1.2 -0.2 1.5 0.31
C -0.316399 1.519886 0.758697 -0.4 -1.4 0.9 -0.78
C -1.070330 0.248056 0.223625 -1.3 0.0 1.7 0.08
C -0.184319 -0.933169 0.395481 -1.6 0.1 -2.4 -0.13
N -1.058159 -0.320199 -2.106748 0.2 0.1 -1.8 -0.21
N 1.659050 1.280889 -0.457183 -1.0 0.2 -1.3 -0.13
N 0.609032 1.895773 -0.265244 0.1 1.9 -1.0 -0.24
N 1.125261 -0.866086 0.625701 3.3 -1.8 1.0 -0.05
O -0.193428 -1.196306 -1.796628 0.1 -0.3 1.9 -0.41
S 3.628747 -0.107525 0.332468 -0.3 -0.3 0.1 -0.28
S -0.947594 -2.449956 0.779781 -0.6 -0.2 1.1 -0.20
H -2.155144 1.291201 -1.441200 -0.8 0.6 -0.6 0.49
H -1.040284 2.265223 1.075060 0.1 0.5 -0.8 0.32
H 0.345199 1.439263 1.628744 -0.5 -1.0 0.5 0.47
H -2.148763 0.008208 0.712264 2.7 0.7 -0.5 0.51
H 1.719077 -1.744399 1.009489 -2.2 2.5 -1.2 0.44
H -0.469755 -2.882341 -0.345434 0.3 -1.1 -1.1 0.19
```
Forces are in eV/Å.

=====

Entry 3:
A molecular structure, C7H9N at a distorted geometry. Source: OMol25; level of theory: ωB97M-V/def2-TZVPD.

The spin multiplicity is 1. The HOMO-LUMO gap comes out at 9.93 eV. The relative energy (zero: lowest compared OMol25 entry of this formula, charge and spin) comes out at 305.45 kJ/mol.

```
17
Properties=species:S:1:pos:R:3:forces:R:3:mulliken_charge:R:1
C -2.762135 0.226459 0.465835 -4.3 2.8 -2.5 -0.71
C -0.401022 -0.210680 -0.261232 -2.8 -3.1 1.5 -0.16
C 0.434345 -1.281234 -0.036110 3.6 0.8 0.1 -0.22
C 1.835464 -1.052680 0.168271 -0.1 -1.6 0.4 -0.45
C 2.271471 0.245249 0.141260 0.9 2.0 0.2 -0.13
C 1.418001 1.351393 -0.068092 -0.1 2.4 1.2 -0.57
C 0.073984 1.032340 -0.223644 -0.9 5.9 -0.9 0.18
H -2.521443 0.065659 1.442903 0.5 -0.7 2.8 0.35
H -2.891614 1.409312 0.401297 0.9 -1.9 -0.4 0.21
H -3.900738 -0.082654 0.269906 2.5 0.2 0.5 0.24
H -1.900310 -0.479643 -1.378642 -1.6 0.1 1.1 0.31
H 0.260824 -2.301989 -0.057454 -1.6 -1.6 0.0 0.42
H 2.623941 -1.921230 0.472643 -2.3 2.1 -1.0 0.22
H 3.303834 0.453724 0.341384 0.5 0.0 0.1 0.34
H 1.650931 2.689188 0.148222 -0.2 -4.8 -1.0 0.15
H -0.670101 1.975254 -0.388978 1.6 -2.6 0.5 0.11
N -1.882282 -0.524672 -0.338429 3.5 -0.2 -2.7 -0.29
```
Forces are in eV/Å.

=====

Entry 4:
C22H26N6 in the gas phase at a distorted geometry. Source: OMol25; level of theory: ωB97M-V/def2-TZVPD.

The spin multiplicity is 1. The HOMO-LUMO gap comes out at 8.86 eV. The relative energy (zero: lowest compared OMol25 entry of this formula, charge and spin) comes out at 168.11 kJ/mol.

```
54
Properties=species:S:1:pos:R:3:forces:R:3:mulliken_charge:R:1
C 0.669371 -1.859467 -3.693647 -0.1 0.1 0.3 -1.52
C 0.324493 -1.604645 -2.228919 0.0 -0.2 -0.5 -0.32
N 1.190493 -0.577990 -1.669809 0.0 0.1 0.2 0.61
C 2.518470 -1.028295 -1.265960 0.0 0.1 0.0 -1.46
C 2.576282 -1.684336 0.091343 0.3 -0.1 0.0 0.60
C 2.294904 -3.036323 0.243692 0.2 0.0 0.0 -0.04
C 2.241667 -3.608290 1.501947 0.0 -0.1 0.0 -0.81
C 2.487239 -2.841055 2.626767 0.0 0.0 0.1 -0.56
C 2.807176 -1.502106 2.485554 0.0 0.0 0.1 -0.71
C 2.848520 -0.929751 1.227082 0.1 0.0 -0.1 -0.09
C 0.568549 0.333946 -0.729588 0.1 0.1 -0.3 0.12
C -0.467564 1.157530 -1.471678 -0.1 0.1 0.0 -1.02
C -0.027864 2.020111 -2.471911 -0.1 0.0 0.1 -0.35
C -0.926091 2.785299 -3.194308 0.1 0.0 0.0 -0.93
C -2.280746 2.706030 -2.928019 -0.1 -0.1 0.1 -0.47
C -2.729937 1.836981 -1.935719 0.8 0.1 -0.3 0.08
C -4.111958 1.747550 -1.646617 -0.5 0.0 0.1 -0.24
N -5.230172 1.688317 -1.402759 -0.4 0.0 0.1 -0.56
C -1.824385 1.058524 -1.213116 0.0 0.1 -0.1 0.61
C -0.013796 -0.316639 0.490228 -0.2 0.2 0.7 -1.31
N -0.374729 -1.580242 0.542213 0.2 0.3 -0.9 0.35
N -0.826683 -1.803644 1.764403 -0.3 -0.8 0.3 -1.27
N -0.775120 -0.755141 2.464234 -0.2 0.6 1.0 -0.27
N -0.265634 0.231581 1.710838 0.2 -0.9 -1.0 1.69
C -0.223269 1.561357 2.313823 -0.1 0.7 0.5 1.34
C 0.576959 2.565262 1.491119 -0.1 -0.3 0.0 -1.50
C 0.415377 1.404341 3.696627 -0.1 0.0 -0.1 -1.61
C -1.674560 2.036441 2.449499 0.1 -0.1 0.0 -1.60
H -0.043277 -2.560019 -4.120701 0.0 -0.1 -0.1 0.48
H 1.666588 -2.278438 -3.800798 0.1 -0.1 -0.1 0.33
H 0.626112 -0.928278 -4.253258 0.0 0.1 -0.1 0.29
H -0.703133 -1.243051 -2.171934 0.0 -0.1 0.1 0.43
H 0.370113 -2.535413 -1.653668 -0.1 0.1 0.0 0.28
H 3.175877 -0.149851 -1.277198 0.0 -0.1 0.0 0.39
H 2.868782 -1.721373 -2.031347 0.1 0.1 0.0 0.55
H 2.112338 -3.646382 -0.628441 0.0 -0.1 -0.1 0.41
H 2.001123 -4.655529 1.605277 0.0 -0.1 0.0 0.39
H 2.433513 -3.283067 3.610095 0.0 -0.1 0.1 0.39
H 3.020810 -0.902948 3.359782 0.0 0.0 0.1 0.43
H 3.102986 0.118252 1.124122 0.0 0.1 0.0 0.40
H 1.368309 1.011302 -0.410901 -0.1 0.0 0.0 0.83
H 1.029087 2.077421 -2.682758 0.1 0.0 0.0 0.50
H -0.569103 3.449128 -3.967128 0.0 0.1 -0.1 0.44
H -2.991827 3.302349 -3.479695 0.0 0.0 0.0 0.51
H -2.201003 0.376167 -0.464320 0.0 0.0 0.1 0.75
H 1.609939 2.245327 1.376605 0.1 0.0 0.0 0.26
H 0.131777 2.729292 0.512717 0.0 0.1 -0.1 0.32
H 0.580506 3.514916 2.021102 0.0 0.0 0.1 0.53
H 0.408584 2.357361 4.218040 0.0 0.1 0.0 0.46
H 1.443903 1.064275 3.599973 0.1 0.0 0.0 0.28
H -0.136710 0.673308 4.280226 0.0 0.0 0.1 0.41
H -2.131489 2.163850 1.469472 0.0 0.0 -0.1 0.32
H -1.706654 2.988690 2.971258 0.0 0.1 0.1 0.45
H -2.252051 1.307412 3.012839 0.0 0.0 0.0 0.39
```
Forces are in eV/Å.

=====

| no. | molar mass (g mol⁻¹) |
| --- | --- |
| 1 | 693.61 |
| 2 | 202.26 |
| 3 | 107.16 |
| 4 | 374.49 |